Record 1
ORCA calculation (ωB97M-V with the def2-TZVPD basis set) on CH5BS in the gas phase at a distorted geometry.

orbital gap = 10.4308 eV
LUMO level = 0.0163 Ha
molecular weight = 59.93 g mol⁻¹

Positions of all 8 atoms, in Å:
S  1.372821  0.149379  -0.016930
H  -0.690690  0.959944  1.015189
C  -0.158004  -0.803630  -0.378201
H  -0.552595  -1.397112  0.517178
H  1.380449  0.211186  1.382225
H  -0.086290  -1.465766  -1.237772
B  -0.458387  0.777162  -0.154027
H  -0.807306  1.568838  -1.127664

Forces on the atoms, in the same order (eV/Å):
S 1.0 -0.2 1.1
H -0.5 0.3 -0.5
C -1.4 -0.1 2.4
H 1.0 0.7 -1.3
H 0.1 -0.4 -1.4
H 0.2 0.6 -0.2
B -1.2 0.2 -1.6
H 0.8 -1.1 1.6

Partial charges, Mulliken, in e:
1 S -0.166
2 H -0.118
3 C -0.433
4 H 0.177
5 H 0.185
6 H 0.320
7 B 0.125
8 H -0.090

Record 2
ORCA calculation (ωB97M-V with the def2-TZVPD basis set) on C4HN2O2PS in the gas phase at a distorted geometry.

orbital gap = 8.9338 eV
LUMO level = -0.0256 Ha
molecular weight = 172.11 g mol⁻¹

Positions of all 11 atoms, in Å:
C  1.192173  1.830002  0.032725
C  1.918331  3.016043  -0.050739
C  -0.376961  -0.052187  -0.007510
S  -0.579322  1.675664  -0.066440
H  -1.291851  -0.714202  0.019025
O  5.029295  -0.942913  -0.133648
N  2.411056  4.063097  0.057867
N  0.858513  -0.477079  0.075217
P  3.664787  -1.216364  0.026848
O  3.043204  0.352290  0.066959
C  1.733762  0.553983  0.069454

Forces on the atoms, in the same order (eV/Å):
C -1.1 -1.8 -0.5
C 0.5 2.2 0.8
C -0.5 0.1 0.3
S 1.4 -0.6 0.1
H 1.4 0.8 -0.1
O 4.8 0.3 -0.5
N -0.4 -1.3 -0.5
N -1.0 -0.2 -0.1
P -4.1 -0.1 0.5
O 0.2 -0.7 0.1
C -1.2 1.4 -0.1

Mulliken atomic charge list, values in e, 8 entries:
1 C 0.313
2 C 0.248
3 C -0.084
4 S -0.052
5 H 0.379
6 O -0.426
7 N -0.456
8 N -0.521

Record 3
ORCA calculation (ωB97M-V with the def2-TZVPD basis set) on a 3-piece molecular cluster, C19H21BrF9NO11S overall at a distorted geometry.

orbital gap = 9.2481 eV
LUMO level = -0.0249 Ha
molecular weight = 722.33 g mol⁻¹

Positions of all 63 atoms, in Å:
C  5.714127  -2.374681  -4.210813
H  -6.639660  1.848851  0.720917
C  4.954384  -1.464065  -5.156811
H  -4.593292  3.523527  5.941728
H  2.890859  -0.731029  -4.850644
H  -3.795079  3.767143  3.249798
H  9.044233  -3.581859  -0.152393
O  -4.424436  0.163171  3.931106
F  -3.778432  -0.476712  -0.934400
N  -4.971651  -1.090213  4.492048
F  0.890739  -0.512960  -2.410130
H  -3.141831  2.198469  3.689677
H  -5.488852  -1.286910  1.614970
H  7.240367  -3.217659  -1.796381
S  -3.683446  1.508972  0.867777
C  0.067751  0.545778  -2.467299
F  -4.663252  1.396827  -1.523923
H  4.616276  -2.063517  -6.003885
H  3.232530  -1.828114  -2.354400
H  -3.166109  4.401696  5.380245
C  -6.825497  0.469027  3.218211
H  9.870892  -2.458195  -1.250953
H  2.953445  -2.907694  -3.732547
H  5.603703  -0.670820  -5.516437
C  -3.622663  0.842656  -0.892788
C  -2.299328  1.279927  -1.621885
H  -6.474868  0.187067  0.080086
O  -4.077656  2.874980  0.719345
O  -7.347239  0.369756  1.970256
F  -2.630423  1.725317  -2.841634
H  4.099246  -0.077850  -3.744805
O  9.915776  -1.176228  1.159413
Br  -6.517699  3.565047  2.873258
C  -5.324083  0.899479  3.150403
C  3.795037  -0.969604  -4.294993
C  -3.662496  3.432510  5.378637
C  3.608014  -2.133051  -3.327573
F  -0.107251  0.867489  -3.749385
F  0.640016  1.557827  -1.823163
O  -2.470137  1.154361  1.527513
O  -7.472077  0.318257  4.199297
H  6.340343  -2.580350  0.390320
O  7.735677  -1.090129  0.671795
C  -6.424348  0.811485  0.969828
H  6.059307  -1.086816  -0.521181
O  6.826610  -2.797670  -4.319169
H  -5.765912  2.187072  4.737159
F  -1.823367  -0.812032  -2.609639
C  8.998310  -1.556101  0.494312
F  -1.733156  2.287609  -0.955679
O  4.920863  -2.694800  -3.156381
C  9.001448  -2.593460  -0.613818
H  7.808196  -1.582107  -2.093519
C  -5.301130  2.322534  3.762019
O  -4.113805  -1.832299  4.658079
C  -1.282472  0.125375  -1.818384
C  6.821202  -1.789023  -0.189757
O  -4.697072  -0.739554  1.528666
F  -1.006668  -0.406114  -0.619117
C  7.673659  -2.342252  -1.324208
C  -5.063819  0.627460  1.637295
H  -3.029533  2.730284  5.922742
C  -3.904272  2.933916  3.941197

Forces on the atoms, in the same order (eV/Å):
C 0.0 -0.1 -0.2
H 0.1 0.0 0.0
C -0.1 0.2 0.2
H 0.0 0.1 -0.1
H 0.0 -0.1 0.0
H 0.0 -0.1 -0.1
H 0.0 0.0 0.0
O 0.0 0.0 0.1
F 0.1 -0.3 0.0
N 0.0 -0.2 -0.6
F -0.1 0.2 0.0
H -0.1 0.0 -0.1
H 0.0 0.0 -0.1
H 0.0 0.0 0.0
S 0.1 0.6 0.3
C 0.1 -0.2 -0.1
F -0.2 0.1 -0.1
H 0.0 0.0 0.0
H 0.1 -0.1 0.0
H 0.0 0.0 0.0
C 0.0 0.1 0.0
H 0.1 -0.1 0.1
H 0.0 0.0 0.0
H 0.0 -0.1 -0.1
C 0.0 0.2 0.2
C -0.1 -0.2 -0.3
H -0.3 -0.1 0.1
O -0.1 0.0 -0.1
O 0.0 -0.2 -0.1
F -0.1 0.1 -0.3
H 0.0 0.0 0.0
O 0.0 0.0 0.0
Br -0.1 0.0 0.1
C -0.4 0.7 0.0
C 0.1 0.0 0.0
C 0.0 -0.2 0.0
C -0.1 0.1 0.0
F 0.0 0.1 0.2
F -0.1 -0.1 -0.1
O 0.0 -0.3 -0.1
O 0.0 -0.1 0.1
H 0.0 0.0 0.0
O 0.0 0.0 0.0
C 0.3 0.6 0.1
H 0.0 0.0 0.1
O -0.1 0.0 0.0
H 0.0 -0.1 0.0
F 0.0 -0.1 -0.1
C 0.1 -0.1 0.1
F 0.1 0.2 0.2
O 0.0 0.0 0.0
C -0.2 0.2 -0.1
H 0.0 0.0 0.0
C 0.4 -0.1 0.0
O 0.1 0.1 0.4
C 0.1 0.2 0.3
C -0.1 -0.1 -0.1
O 0.1 0.1 0.1
F 0.0 0.0 0.1
C 0.1 0.0 0.1
C 0.0 -1.2 -0.1
H 0.0 0.0 0.0
C 0.0 0.3 0.1

Mulliken atomic charge list, values in e, 8 entries:
1 C 0.535
2 H 0.346
3 C -0.557
4 H 0.339
5 H 0.306
6 H 0.483
7 H 0.277
8 O -0.368